[1]
ORCA calculation (ωB97M-V/def2-TZVPD) on a structure of composition C5H9O3Y.

Atoms and positions in Å:
O (-0.6097, -1.7356, -1.1373)
C (-0.3241, -0.6803, -0.5647)
O (0.8382, -0.6313, 0.0334)
C (1.0063, -0.0335, 1.3390)
C (-1.1537, 0.6709, -0.7422)
H (-1.0715, 1.2924, 0.1688)
C (-0.7820, 1.4605, -1.9955)
H (0.0205, 2.1887, -1.8163)
H (-0.4146, 0.7915, -2.7860)
H (-1.6720, 2.0046, -2.3427)
C (1.8341, -0.9726, 2.1784)
H (0.0126, 0.1228, 1.7793)
H (1.4970, 0.9396, 1.2273)
H (1.2227, -1.7948, 2.5711)
H (2.2474, -0.4118, 3.0273)
H (2.6686, -1.3875, 1.5981)
Y (-2.9356, -1.8631, -1.7685)
O (-2.3841, 0.0395, -0.7695)

As for the expectation value of S²: 0.751. Its net charge is +1. For the energy above the lowest of the compared OMol25 structures with the same formula, charge and spin, the calculation gives 0.369 eV. The spin multiplicity is 2. As for the HOMO energy (spin up / spin down): -0.402 / -0.496 hartree. For the HOMO-LUMO gap (spin up / spin down), the calculation gives 6.685 / 8.756 eV.

***

[2]
ORCA calculation (ωB97M-V/def2-TZVPD) on a cluster of 2 separate species, C5H9O4 in total.

Atoms and positions in Å:
O (-0.1395, 2.6818, -1.6827)
C (-0.3554, 1.3931, -1.3806)
H (0.0117, 0.6925, -2.1780)
H (-1.9254, -0.0334, -0.8271)
C (-1.8163, 1.0296, -1.1030)
H (-2.2235, 1.6540, -0.2920)
H (-2.4232, 1.1938, -2.0083)
H (0.3129, 0.9527, -0.4415)
O (2.7350, 0.9515, 1.3380)
O (0.7993, -0.0177, 1.9343)
C (0.0062, -1.1238, 1.4973)
C (0.8207, -1.7054, 0.3313)
O (2.0430, -0.9681, 0.3967)
C (1.8373, 0.1765, 1.0855)
H (-0.0957, -1.8260, 2.3333)
H (-0.9787, -0.7574, 1.1846)
H (0.3444, -1.5241, -0.6413)
H (1.0471, -2.7696, 0.4533)

Its net charge is -1. For the energy above the lowest of the compared OMol25 structures with the same formula, charge and spin, the calculation gives 1.230 eV. As for the HOMO energy: -0.094 hartree. For the HOMO-LUMO gap, the calculation gives 5.835 eV.

***

[3]
ORCA calculation (ωB97M-V/def2-TZVPD) on an isolated molecule of C5H9O5.

Atoms and positions in Å:
H (1.1132, -0.7915, -2.5700)
O (1.5152, -1.5168, -1.1539)
O (1.1746, -1.0486, 0.0602)
C (0.2411, 0.1337, 0.1183)
C (0.9222, 1.3270, 0.8065)
C (0.1652, 0.3524, -1.4491)
O (-0.1290, 0.7689, -2.6606)
O (0.6650, -0.3685, -3.2806)
C (-1.0406, -0.3062, 0.7419)
C (-1.1507, -0.5523, 2.0736)
O (-2.3010, -1.0142, 2.6018)
H (0.2586, 2.1886, 0.6879)
H (1.0959, 1.1654, 1.8688)
H (1.8573, 1.5766, 0.2998)
H (1.2067, 0.6910, -1.4027)
H (-0.4755, -0.5386, -1.4524)
H (-1.8644, -0.5580, 0.0814)
H (-0.3366, -0.3782, 2.7840)
H (-2.9173, -1.1305, 1.8452)

As for the expectation value of S²: 0.754. Its net charge is 0. For the energy above the lowest of the compared OMol25 structures with the same formula, charge and spin, the calculation gives 8.275 eV. The spin multiplicity is 2. As for the HOMO energy (spin up / spin down): -0.335 / -0.333 hartree. For the HOMO-LUMO gap (spin up / spin down), the calculation gives 9.315 / 7.573 eV.

***

[4]
ORCA calculation (ωB97M-V/def2-TZVPD) on an isolated molecule of C5H9OP.

Atoms and positions in Å:
C (-0.1097, -1.7676, 0.4193)
C (-0.2684, -0.7430, -0.6858)
C (0.2362, 0.5114, -0.0959)
P (2.2368, 0.2817, 0.3837)
O (2.8269, -0.7324, -0.4782)
C (-0.3647, 1.7286, -0.6375)
C (-0.6018, 1.3149, 0.7504)
H (0.9593, -2.0214, 0.5667)
H (-0.7833, -2.5915, 0.3320)
H (-0.2563, -1.3524, 1.3952)
H (-1.3991, -0.6803, -1.0252)
H (0.2204, -0.9583, -1.6027)
H (-1.2740, 1.5679, -1.1646)
H (0.1436, 2.7473, -0.7773)
H (-0.1066, 1.9456, 1.4956)
H (-1.4591, 0.7495, 1.1242)

Its net charge is 0. For the energy above the lowest of the compared OMol25 structures with the same formula, charge and spin, the calculation gives 1.953 eV. Its SMILES is CCC1(P=O)CC1. As for the HOMO energy: -0.326 hartree. For the HOMO-LUMO gap, the calculation gives 8.106 eV.

***

[5]
ORCA calculation (ωB97M-V/def2-TZVPD) on an isolated molecule of C5H9OP.

Atoms and positions in Å:
C (2.1657, 0.6292, 1.0313)
C (1.2529, 0.4807, 0.0765)
C (-0.0890, 1.0504, 0.1672)
C (-0.9854, 0.9630, -1.3272)
P (-1.7138, 0.1882, 0.2132)
C (-1.2863, -1.4775, 0.2857)
O (-2.9332, 0.8118, 0.8322)
H (2.0217, 1.4056, 1.7710)
H (3.0542, 0.0711, 1.1104)
H (1.3713, -0.3012, -0.7845)
H (-0.0901, 1.9142, 0.7059)
H (-1.4389, 1.8756, -1.6997)
H (-0.3603, 0.3245, -1.8999)
H (-1.0569, -1.8150, 1.2659)
H (-2.0239, -2.1036, -0.1810)
H (-0.3566, -1.5529, -0.1795)

Its net charge is 0. For the energy above the lowest of the compared OMol25 structures with the same formula, charge and spin, the calculation gives 1.610 eV. Its SMILES is C=C[C@H]1C[P@]1(C)=O. As for the HOMO energy: -0.328 hartree. For the HOMO-LUMO gap, the calculation gives 9.707 eV.

***

[6]
ORCA calculation (ωB97M-V/def2-TZVPD) on a structure of composition C5H9OP.

Atoms and positions in Å:
C (-1.5518, 0.4975, 3.0933)
C (-1.5546, -0.8372, 2.9047)
C (-0.7985, 1.5068, 2.2355)
C (0.2895, 0.7756, 1.4719)
C (0.8711, -1.6374, -2.8633)
O (0.6351, -2.0777, 1.4361)
P (-0.2708, -0.9817, 1.7216)
H (-2.1192, 0.9257, 3.9095)
H (1.4916, -2.0888, -2.1009)
H (-1.5000, 2.0174, 1.5671)
H (-0.3779, 2.2640, 2.9047)
H (0.3458, 1.0154, 0.4111)
H (1.2796, 0.9067, 1.9134)
H (0.7712, -0.5780, -2.6635)
H (-0.1049, -2.1029, -2.8520)
H (1.3306, -1.7796, -3.8332)

Its net charge is 0. For the energy above the lowest of the compared OMol25 structures with the same formula, charge and spin, the calculation gives 2.627 eV. As for the HOMO energy (spin up / spin down): -0.313 / -0.313 hartree. For the HOMO-LUMO gap (spin up / spin down), the calculation gives 7.434 / 7.435 eV.

***

[7]
ORCA calculation (ωB97M-V/def2-TZVPD) on an isolated molecule of C5H9OP.

Atoms and positions in Å:
C (1.6800, 0.8778, 0.7580)
C (0.4276, 1.0159, -0.0845)
C (0.1552, 0.3152, -1.3367)
C (-0.8863, -0.2937, -0.3793)
C (-0.7057, -1.6486, 0.0934)
P (-2.3683, 0.7362, 0.0063)
O (-3.1672, -0.0705, 0.9404)
H (2.5675, 0.8241, 0.2716)
H (1.6163, 0.1901, 1.5658)
H (1.7293, 1.7698, 1.3461)
H (-0.0069, 1.9719, 0.0544)
H (-0.1609, 0.8507, -2.2037)
H (1.0469, -0.3706, -1.6820)
H (-0.6006, -2.3238, -0.6915)
H (-1.5656, -2.1653, 0.6257)
H (0.2388, -1.6791, 0.7160)

Its net charge is 0. For the energy above the lowest of the compared OMol25 structures with the same formula, charge and spin, the calculation gives 1.967 eV. Its SMILES is C[C@H]1C[C@]1(C)P=O. As for the HOMO energy: -0.327 hartree. For the HOMO-LUMO gap, the calculation gives 8.945 eV.

***

[8]
ORCA calculation (ωB97M-V/def2-TZVPD) on a structure of composition C5H9P.

Atoms and positions in Å:
C (0.1648, -0.5580, -0.5649)
C (1.1360, -0.4374, 0.2398)
C (-1.5785, 0.1000, -0.0398)
C (2.5541, -1.0696, -0.1451)
C (-1.3725, 1.4548, 0.5791)
P (-2.9006, -0.6996, -0.5568)
H (0.1893, -0.8610, -1.6388)
H (1.0344, 0.1273, 1.1890)
H (2.5662, -1.0781, -1.2614)
H (3.3789, -0.4979, 0.3247)
H (2.4781, -2.1580, 0.0172)
H (-0.5434, 1.2551, 1.3532)
H (-2.3005, 1.8685, 1.0477)
H (-1.0599, 2.1017, -0.2226)
H (-3.7463, 0.4522, -0.3214)

As for the expectation value of S²: 2.009. Its net charge is 0. For the energy above the lowest of the compared OMol25 structures with the same formula, charge and spin, the calculation gives 2.011 eV. The spin multiplicity is 3. As for the HOMO energy (spin up / spin down): -0.222 / -0.352 hartree. For the HOMO-LUMO gap (spin up / spin down), the calculation gives 7.088 / 7.333 eV.

***

[9]
ORCA calculation (ωB97M-V/def2-TZVPD) on an isolated molecule of C5HF4NO.

Atoms and positions in Å:
C (3.6896, -1.0508, -0.1334)
C (-0.3888, 1.7074, -0.1545)
C (0.9047, 1.3596, -0.4187)
C (-1.4854, 0.8888, 0.1451)
C (2.7826, 0.0258, -0.0379)
N (4.3835, -1.9664, -0.1695)
O (1.4672, 0.1425, -0.2645)
F (-0.6871, 3.0030, -0.3622)
F (1.8252, 2.3260, -0.3590)
F (-2.6104, 1.4620, 0.4872)
F (3.4324, 1.1775, 0.4756)
H (-1.4291, -0.1605, 0.0614)

Its net charge is 0. As for the HOMO energy (spin up / spin down): -0.311 / -0.332 hartree. For the HOMO-LUMO gap (spin up / spin down), the calculation gives 7.235 / 8.157 eV.

***

[10]
ORCA calculation (ωB97M-V/def2-TZVPD) on the ion C5HN2O4 with charge -1.

Atoms and positions in Å:
C (-1.5681, -0.9602, 0.4667)
C (0.6567, 0.8927, -0.0639)
C (0.8278, -1.4008, -0.0999)
C (-0.1991, -1.6135, 0.7760)
C (-0.1094, 0.5237, 0.9764)
N (-1.4684, 0.3018, 0.6457)
N (0.6288, 1.8375, -0.9973)
O (1.8408, -1.7056, -0.6183)
O (0.7056, 1.3489, -2.1915)
O (0.7922, 3.0422, -0.7779)
O (0.2816, -0.6290, 1.7252)
H (-2.3886, -1.6379, 0.1588)

Its net charge is -1. For the energy above the lowest of the compared OMol25 structures with the same formula, charge and spin, the calculation gives 8.277 eV. As for the HOMO energy: -0.164 hartree. For the HOMO-LUMO gap, the calculation gives 8.076 eV.

***

[11]
ORCA calculation (ωB97M-V/def2-TZVPD) on a cluster of 15 separate species, C60H105N15 in total.

Atoms and positions in Å:
C (-4.6526, 0.7572, -24.9521)
C (-4.4210, -0.4162, -24.0221)
C (-3.4883, -0.1088, -22.7707)
C (-2.2386, 0.5633, -23.1378)
N (-1.2714, 1.0820, -23.4561)
H (-4.6281, 1.7322, -24.4654)
H (-5.5645, 0.6140, -25.5318)
H (-3.7846, 0.8802, -25.5998)
H (-4.0579, -1.2427, -24.6329)
H (-5.4236, -0.6948, -23.6977)
H (-3.2454, -0.9953, -22.1850)
H (-4.1070, 0.5119, -22.1226)
C (-9.6229, 2.8419, -24.3875)
C (-9.1551, 2.5190, -22.8842)
C (-9.8417, 1.2636, -22.3159)
C (-9.6971, 0.1030, -23.1793)
N (-9.5652, -0.8208, -23.8613)
H (-9.4217, 2.0186, -25.0729)
H (-9.0474, 3.6807, -24.7790)
H (-10.6740, 3.1245, -24.4452)
H (-9.3093, 3.3248, -22.1666)
H (-8.0950, 2.2963, -23.0047)
H (-10.9144, 1.4431, -22.2438)
H (-9.4840, 1.0114, -21.3176)
C (-4.0802, 9.0930, -15.9534)
C (-4.9359, 8.2018, -16.8838)
C (-4.7591, 8.5408, -18.4091)
C (-3.4466, 8.9716, -18.8281)
N (-2.3639, 9.2796, -19.1326)
H (-4.1812, 8.8952, -14.8863)
H (-4.2471, 10.1627, -16.0794)
H (-3.0090, 9.0090, -16.1366)
H (-6.0051, 8.2858, -16.6892)
H (-4.6180, 7.1791, -16.6811)
H (-5.3907, 9.3933, -18.6589)
H (-5.0262, 7.6483, -18.9750)
C (-12.0843, 8.0736, -17.6986)
C (-11.2401, 8.2224, -16.4406)
C (-11.9382, 7.7538, -15.1011)
C (-13.2909, 8.2444, -14.8481)
N (-14.4097, 8.5224, -14.6239)
H (-12.2638, 7.0365, -17.9818)
H (-11.5794, 8.5034, -18.5637)
H (-13.0403, 8.5970, -17.6807)
H (-11.0046, 9.2844, -16.3700)
H (-10.3239, 7.6604, -16.6220)
H (-11.3276, 8.0441, -14.2461)
H (-11.9342, 6.6661, -15.0297)
C (-9.4191, -3.3055, -15.8363)
C (-8.0425, -3.9190, -15.5249)
C (-7.9729, -4.5675, -14.0866)
C (-8.4441, -3.7464, -12.9403)
N (-8.8082, -3.1435, -12.0285)
H (-9.6026, -3.0619, -16.8827)
H (-9.6312, -2.3596, -15.3378)
H (-10.1915, -3.9943, -15.4942)
H (-7.2624, -3.1689, -15.6555)
H (-7.9074, -4.7076, -16.2652)
H (-6.9600, -4.9082, -13.8720)
H (-8.5159, -5.5113, -14.0365)
C (-6.4871, -7.8229, -19.9889)
C (-7.6723, -6.9784, -20.6192)
C (-7.2899, -5.7537, -21.4289)
C (-6.8469, -4.5473, -20.6656)
N (-6.5292, -3.6245, -20.0619)
H (-6.8516, -8.6869, -19.4332)
H (-5.8505, -7.1906, -19.3700)
H (-5.7921, -8.1865, -20.7458)
H (-8.3074, -6.6967, -19.7793)
H (-8.1385, -7.6776, -21.3133)
H (-8.0656, -5.3733, -22.0935)
H (-6.4657, -6.0171, -22.0918)
C (-8.6890, 10.7102, -12.2566)
C (-7.2697, 10.4054, -11.8035)
C (-6.9834, 8.9314, -11.4056)
C (-7.2635, 7.8922, -12.4044)
N (-7.4763, 7.0464, -13.1887)
H (-9.4327, 10.4768, -11.4947)
H (-8.8877, 10.1650, -13.1793)
H (-8.7497, 11.7940, -12.3558)
H (-7.0649, 10.9600, -10.8877)
H (-6.5438, 10.7470, -12.5414)
H (-7.5897, 8.7406, -10.5201)
H (-5.9488, 8.8440, -11.0738)
C (-8.6774, 8.7230, -22.1852)
C (-7.4339, 9.3014, -22.8942)
C (-7.3467, 10.8824, -23.0613)
C (-8.4458, 11.4384, -23.8644)
N (-9.3411, 11.8488, -24.4504)
H (-9.6448, 8.9056, -22.6531)
H (-8.6725, 9.1057, -21.1646)
H (-8.6510, 7.6349, -22.1275)
H (-7.4085, 8.8072, -23.8654)
H (-6.5331, 8.9685, -22.3785)
H (-6.4180, 11.1283, -23.5762)
H (-7.3578, 11.3945, -22.0991)
C (-1.3758, 3.5803, -14.2206)
C (-2.6357, 3.4212, -13.4174)
C (-2.8598, 4.4961, -12.3178)
C (-1.9927, 4.3206, -11.1896)
N (-1.2630, 4.2103, -10.2998)
H (-1.4727, 4.3455, -14.9907)
H (-1.1483, 2.6751, -14.7837)
H (-0.4623, 3.8198, -13.6762)
H (-2.7473, 2.4643, -12.9074)
H (-3.4668, 3.4183, -14.1226)
H (-3.8481, 4.4181, -11.8648)
H (-2.7131, 5.4965, -12.7249)
C (-7.5916, 3.7128, -18.1334)
C (-6.2925, 2.8931, -18.3154)
C (-6.2345, 1.6225, -17.4170)
C (-4.8371, 1.0877, -17.4515)
N (-3.7645, 0.6766, -17.5274)
H (-7.7000, 4.5101, -18.8687)
H (-7.6308, 4.2504, -17.1860)
H (-8.5087, 3.1237, -18.1456)
H (-5.4263, 3.4921, -18.0344)
H (-6.1576, 2.7672, -19.3896)
H (-6.8907, 0.8095, -17.7276)
H (-6.4722, 1.8905, -16.3876)
C (2.5268, 0.1880, -19.2294)
C (2.1855, 0.1471, -17.7146)
C (3.2548, 0.8151, -16.8485)
C (3.4169, 2.2819, -16.9841)
N (3.5793, 3.4172, -17.0957)
H (3.4994, -0.2856, -19.3627)
H (2.5657, 1.2359, -19.5269)
H (1.7069, -0.2308, -19.8130)
H (2.0299, -0.9013, -17.4602)
H (1.1909, 0.5802, -17.6091)
H (4.2538, 0.3890, -16.9406)
H (2.9508, 0.7232, -15.8058)
C (-0.2367, -0.7361, -11.7600)
C (-0.6330, -1.6739, -12.9417)
C (-1.8751, -2.5067, -12.6546)
C (-3.1373, -1.8022, -12.7938)
N (-4.1279, -1.2135, -12.9094)
H (0.7227, -0.2474, -11.9299)
H (-0.0374, -1.2992, -10.8482)
H (-0.9246, 0.1037, -11.6619)
H (0.2258, -2.3075, -13.1635)
H (-0.7592, -1.1105, -13.8662)
H (-1.8475, -2.9676, -11.6672)
H (-1.9035, -3.3521, -13.3421)
C (0.5482, -5.8526, -19.0157)
C (-0.6358, -4.8490, -19.1855)
C (-1.6912, -4.8096, -18.0441)
C (-1.9722, -6.1049, -17.4129)
N (-2.1859, -7.1417, -16.9297)
H (0.0573, -6.8183, -18.8950)
H (1.1270, -5.6993, -18.1049)
H (1.2268, -5.8445, -19.8687)
H (-1.1360, -5.0915, -20.1231)
H (-0.2186, -3.8515, -19.3234)
H (-2.6542, -4.4729, -18.4280)
H (-1.4967, -4.0692, -17.2682)
C (-10.8275, 2.3546, -14.3080)
C (-9.8930, 2.1400, -13.0941)
C (-10.3268, 2.5862, -11.6821)
C (-10.6392, 4.0031, -11.5995)
N (-10.9415, 5.1053, -11.5152)
H (-11.8569, 2.2879, -13.9558)
H (-10.6243, 1.6638, -15.1263)
H (-10.7775, 3.4152, -14.5547)
H (-8.9314, 2.6366, -13.2236)
H (-9.7786, 1.0579, -13.0299)
H (-9.5467, 2.4240, -10.9383)
H (-11.2549, 2.0890, -11.3998)
C (-13.1331, -1.9517, -19.7847)
C (-14.4079, -1.3614, -20.4524)
C (-14.9912, -0.1518, -19.7427)
C (-13.9759, 0.8779, -19.4312)
N (-13.1311, 1.6178, -19.1504)
H (-12.6983, -2.7782, -20.3468)
H (-13.3540, -2.3149, -18.7810)
H (-12.3974, -1.1497, -19.7244)
H (-15.1571, -2.1374, -20.6097)
H (-14.1897, -1.0427, -21.4717)
H (-15.4692, -0.4826, -18.8207)
H (-15.8090, 0.1703, -20.3873)

Its net charge is 0. For the energy above the lowest of the compared OMol25 structures with the same formula, charge and spin, the calculation gives 5.444 eV. As for the HOMO energy: -0.413 hartree. For the HOMO-LUMO gap, the calculation gives 10.972 eV.